1.
Density functional theory data (ωB97M-V/def2-TZVPD) for C4H6HgLiO as an isolated structure.

Calculated values
Kohn-Sham gap (spin up / spin down): 5.90 / 5.66 eV
<S²>: 0.76
energy relative to the best compared isomer or geometry (same formula, charge and spin): 0.0 kJ/mol
highest occupied orbital energy (spin up / spin down): -17.057 / -16.824 eV
LUMO energy (spin up / spin down): -11.156 / -11.169 eV

```
! RIJCOSX wB97M-V def2-TZVPD def2/J DEFGRID3
* xyz 2 2
C -1.5237 -0.2067 -0.6872
C -1.7955 0.0964 -1.9769
H -0.6134 -0.7841 -0.4969
H -2.2798 -0.0396 0.0875
H -1.0632 -0.1111 -2.7637
H -2.7713 0.4915 -2.2699
Li -0.8442 2.1534 -1.0789
O 2.8385 -0.9274 1.2447
C 2.0254 -0.0218 1.7642
C 0.7168 0.1245 1.5797
Hg 2.7538 -2.4322 0.3344
H 0.0212 0.8938 1.9095
H 2.5354 0.7634 2.3535
*
```

***

2.
Density functional theory data (ωB97M-V/def2-TZVPD) for C4H6HgO2 as an isolated structure.

Calculated values
Kohn-Sham gap (spin up / spin down): 7.84 / 5.78 eV
<S²>: 2.03
energy relative to the best compared isomer or geometry (same formula, charge and spin): 284.9 kJ/mol
highest occupied orbital energy (spin up / spin down): -7.833 / -8.308 eV
LUMO energy (spin up / spin down): 0.009 / -2.529 eV

```
! RIJCOSX wB97M-V def2-TZVPD def2/J DEFGRID3
* xyz 0 3
O -0.7110 -0.2679 -0.1350
C -1.2851 -1.7704 -0.3889
Hg -2.5540 -0.9211 2.3503
O -2.0156 -2.2547 0.3945
C 0.2791 0.2415 -1.0584
H 0.4529 -0.5055 -1.8467
H -0.1930 1.0994 -1.5537
C 1.5715 0.6295 -0.3830
H 1.3977 1.4514 0.3247
H 2.0304 -0.2290 0.1263
H 2.2825 0.9879 -1.1395
C -1.1594 0.7610 1.4784
H -0.0961 0.7779 1.8310
*
```

***

3.
Density functional theory data (ωB97M-V/def2-TZVPD) for a 2-piece molecular cluster, C4H6I2O3 overall.

Calculated values
Kohn-Sham gap (spin up / spin down): 8.15 / 6.13 eV
energy relative to the best compared isomer or geometry (same formula, charge and spin): 550.7 kJ/mol
highest occupied orbital energy (spin up / spin down): -8.289 / -7.506 eV
LUMO energy (spin up / spin down): -0.136 / -1.372 eV

```
! RIJCOSX wB97M-V def2-TZVPD def2/J DEFGRID3
* xyz 0 1
C 0.8622 -1.2063 -0.0761
C -0.8833 0.1176 -0.7555
C 0.7881 -2.6248 0.1233
C -0.5760 1.4314 -0.1493
O 0.5393 2.0326 -0.7888
O -0.1746 1.4527 1.2150
O -1.8468 2.1120 -0.1707
I 2.5705 -0.1009 -0.1659
I -2.5723 -0.8445 -0.2003
H 0.7230 -2.5204 1.2390
H 1.5277 -3.2669 -0.2540
H -0.2378 -2.9308 -0.2667
H 0.4896 2.0886 -1.7678
H 0.7538 1.6554 1.4043
H -1.9635 2.6042 0.6136
*
```

***

4.
Density functional theory data (ωB97M-V/def2-TZVPD) for an isolated molecule of C4H6IN.

Calculated values
Kohn-Sham gap: 9.61 eV
energy relative to the best compared isomer or geometry (same formula, charge and spin): 100.6 kJ/mol
highest occupied orbital energy: -9.441 eV
SMILES: [H]/N=C(\I)C1CC1
LUMO energy: 0.167 eV

```
! RIJCOSX wB97M-V def2-TZVPD def2/J DEFGRID3
* xyz 0 1
H -1.7126 -2.4028 0.1543
N -0.9045 -1.8298 0.4424
C -1.0657 -0.6386 0.2234
I -3.1977 0.1828 -0.1013
C -0.1550 0.4627 0.3194
C 1.3724 0.1417 0.4121
C 0.7304 0.8310 -0.8270
H -0.3477 1.3528 0.9650
H 1.6085 -0.9614 0.1118
H 2.1472 0.6845 0.9852
H 0.6850 1.9354 -0.9696
H 0.8396 0.2417 -1.7157
*
```

***

5.
Density functional theory data (ωB97M-V/def2-TZVPD) for a 2-piece molecular cluster, C4H6IN overall.

Calculated values
Kohn-Sham gap: 9.52 eV
energy relative to the best compared isomer or geometry (same formula, charge and spin): 210.7 kJ/mol
highest occupied orbital energy: -8.828 eV
LUMO energy: 0.687 eV

```
! RIJCOSX wB97M-V def2-TZVPD def2/J DEFGRID3
* xyz 0 1
C -0.3309 -0.3088 0.9720
C 0.4742 0.2698 -3.4432
C 0.0440 0.9575 -2.3954
C -0.1102 -0.9454 3.3838
N -0.3188 -0.6095 2.0974
I -1.3018 2.5491 -2.5610
H 1.2185 -0.4123 -3.4895
H 0.1670 0.6746 -4.4640
H 0.2718 0.8753 -1.3865
H -1.0612 -1.1244 3.9969
H 0.4015 -0.0038 3.7410
H 0.5459 -1.9220 3.5485
*
```

***

6.
Density functional theory data (ωB97M-V/def2-TZVPD) for an isolated molecule of C4H6IN3O.

Calculated values
Kohn-Sham gap: 9.18 eV
energy relative to the best compared isomer or geometry (same formula, charge and spin): 94.9 kJ/mol
highest occupied orbital energy: -8.986 eV
SMILES: NCc1cn(O)nc1I
LUMO energy: 0.198 eV

```
! RIJCOSX wB97M-V def2-TZVPD def2/J DEFGRID3
* xyz 0 1
N 2.3064 -0.6672 1.5821
C 1.0469 -1.0543 0.9056
C 0.4133 0.2449 0.4042
C 0.4265 0.8216 -0.7977
N -0.2709 1.9936 -0.6694
O -0.3440 3.0526 -1.6097
N -0.7899 2.1710 0.5647
C -0.4004 1.1183 1.2043
I -0.9093 0.7653 3.3288
H 2.1584 0.1538 2.1696
H 2.6628 -1.4476 2.1354
H 1.2891 -1.7270 0.1068
H 0.3748 -1.6125 1.5736
H 0.9679 0.4642 -1.6846
H -0.9939 3.6610 -1.2759
*
```

***

7.
Density functional theory data (ωB97M-V/def2-TZVPD) for an isolated ion of composition C4H6IN4O and charge +1.

Calculated values
Kohn-Sham gap: 9.35 eV
energy relative to the best compared isomer or geometry (same formula, charge and spin): 0.0 kJ/mol
highest occupied orbital energy: -14.139 eV
SMILES: N#CO[C@H]1CNC(N)=[N+]1I
LUMO energy: -4.786 eV

```
! RIJCOSX wB97M-V def2-TZVPD def2/J DEFGRID3
* xyz 1 1
N 3.3527 1.2939 1.5058
C 2.7322 0.3582 1.1973
O 2.0478 -0.6350 0.7466
C 0.8402 -0.1747 0.1979
C 0.7179 -0.1036 -1.3166
N -0.7589 0.0057 -1.4079
C -1.2867 -0.2630 -0.2136
N -2.4507 0.1237 0.2283
N -0.3655 -0.9770 0.4756
I -0.7689 -1.5726 2.3987
H 0.6300 0.8146 0.5907
H 0.9955 -1.0120 -1.8135
H 1.2738 0.7634 -1.6208
H -1.1294 0.8415 -1.8375
H -2.5476 0.3559 1.2018
H -3.2824 0.1811 -0.3328
*
```

***

8.
Density functional theory data (ωB97M-V/def2-TZVPD) for an isolated molecule of C4H6INO.

Calculated values
Kohn-Sham gap: 8.41 eV
energy relative to the best compared isomer or geometry (same formula, charge and spin): 379.7 kJ/mol
highest occupied orbital energy: -9.135 eV
SMILES: C=C(/N=C/C)OI
LUMO energy: -0.724 eV

```
! RIJCOSX wB97M-V def2-TZVPD def2/J DEFGRID3
* xyz 0 1
C -0.5082 -1.9922 1.2503
C 0.1265 -0.9337 0.7793
N -0.5495 -0.0121 0.0018
C 0.0580 0.9234 -0.6296
C -0.6349 1.9809 -1.4573
O 1.7665 -0.7349 1.0210
I 2.7968 -2.2269 1.8927
H -0.0381 -2.7887 1.9348
H -1.5436 -1.9538 0.9596
H 1.1558 1.1726 -0.6794
H -1.0718 2.7268 -0.7886
H 0.0027 2.2986 -2.1935
H -1.5603 1.5400 -2.0912
*
```

***

The highest energy relative to the best compared isomer or geometry (same formula, charge and spin) belongs to which entry?
C4H6I2O3

***

Which of these has the highest energy relative to the best compared isomer or geometry (same formula, charge and spin)?
C4H6I2O3

***

Copy entry 1 word for word.
Density functional theory data (ωB97M-V/def2-TZVPD) for C4H6HgLiO as an isolated structure.

Calculated values
Kohn-Sham gap (spin up / spin down): 5.90 / 5.66 eV
<S²>: 0.76
energy relative to the best compared isomer or geometry (same formula, charge and spin): 0.0 kJ/mol
highest occupied orbital energy (spin up / spin down): -17.057 / -16.824 eV
LUMO energy (spin up / spin down): -11.156 / -11.169 eV

```
! RIJCOSX wB97M-V def2-TZVPD def2/J DEFGRID3
* xyz 2 2
C -1.5237 -0.2067 -0.6872
C -1.7955 0.0964 -1.9769
H -0.6134 -0.7841 -0.4969
H -2.2798 -0.0396 0.0875
H -1.0632 -0.1111 -2.7637
H -2.7713 0.4915 -2.2699
Li -0.8442 2.1534 -1.0789
O 2.8385 -0.9274 1.2447
C 2.0254 -0.0218 1.7642
C 0.7168 0.1245 1.5797
Hg 2.7538 -2.4322 0.3344
H 0.0212 0.8938 1.9095
H 2.5354 0.7634 2.3535
*
```

***

Among the records above, which one has the highest energy relative to the best compared isomer or geometry (same formula, charge and spin)?
C4H6I2O3